No. 1
ORCA calculation (ωB97M-V/def2-TZVPD) on a cluster of 5 separate species, C6H22O8 in total in a non-equilibrium geometry.

Its HOMO energy is -0.3551 hartree. Its structure (SMILES) is OCCO.OCCO.OCCO.O.O. The value obtained for the energy above the lowest of the compared OMol25 structures with the same formula, charge and spin is 29.7 kcal per mole. The LUMO energy is 0.402 eV. The net charge is 0. For the orbital gap, the calculation gives 10.064 eV. The total energy is -22956.6048 eV.

CARTESIAN COORDINATES (ANGSTROEM)
1 O -2.8767 -0.8589 -0.3497
2 C -2.2154 0.2255 0.2170
3 C -2.3616 0.1704 1.7051
4 O -1.5480 -0.9789 2.1420
5 H -2.2246 -1.4770 -0.7556
6 H -1.1440 0.4146 -0.0593
7 H -2.8087 1.1315 -0.1571
8 H -3.3722 -0.0139 2.0375
9 H -1.9089 1.1500 2.0867
10 H -1.5019 -1.0851 3.0442
11 O 1.9569 4.7118 0.1786
12 C 1.6843 3.8052 1.2455
13 C 1.8186 2.3472 0.8917
14 O 0.8703 1.9490 -0.0380
15 H 2.0663 4.1719 -0.6051
16 H 2.3686 4.1069 2.0531
17 H 0.6634 3.9432 1.5968
18 H 1.8791 1.8184 1.8477
19 H 2.8218 2.2468 0.4983
20 H 0.8449 1.0021 -0.1865
21 O 1.1696 -5.1864 -1.4798
22 C 1.2390 -3.9849 -0.7197
23 C -0.1046 -3.2711 -0.4281
24 O -0.8458 -2.7347 -1.5472
25 H 2.0340 -5.4460 -1.8278
26 H 1.6298 -4.1976 0.3365
27 H 1.9247 -3.2721 -1.1950
28 H 0.0867 -2.5226 0.2119
29 H -0.7776 -3.9055 0.1156
30 H -1.2840 -3.4745 -1.9194
31 O -1.6421 3.6492 -0.9105
32 H -0.6977 3.5050 -0.9404
33 H -1.7050 4.4867 -1.3255
34 O 1.4463 -0.7411 -1.5657
35 H 0.6254 -1.2194 -1.8600
36 H 1.8891 -0.4658 -2.3380

In the natural (NBO) picture, each atom carries the following charge in e: O -0.74; C -0.09; C -0.09; O -0.76; H 0.49; H 0.17; H 0.19; H 0.18; H 0.17; H 0.47; O -0.72; C -0.08; C -0.09; O -0.75; H 0.46; H 0.18; H 0.17; H 0.17; H 0.15; H 0.51; O -0.73; C -0.09; C -0.10; O -0.75; H 0.48; H 0.16; H 0.18; H 0.20; H 0.18; H 0.49; O -0.94; H 0.48; H 0.46; O -0.97; H 0.50; H 0.47

No. 2
ORCA calculation (ωB97M-V/def2-TZVPD) on a cluster of 5 separate species, C6H23N2O4 in total in a non-equilibrium geometry.

Its HOMO energy is -0.4942 hartree. The value obtained for the energy above the lowest of the compared OMol25 structures with the same formula, charge and spin is 22.7 kcal per mole. The LUMO energy is -2.705 eV. The net charge is +1. For the orbital gap, the calculation gives 10.743 eV. The total energy is -17758.5516 eV.

CARTESIAN COORDINATES (ANGSTROEM)
1 C 0.9330 1.0782 -2.8616
2 C 1.4673 -0.2887 -2.4978
3 C 2.7613 -0.2257 -1.5996
4 C 2.5695 -0.9921 -0.2266
5 C 1.6776 -0.1158 0.6810
6 N 0.2046 -0.3296 0.6184
7 C -0.6728 0.3117 1.3493
8 N -1.9357 0.4847 1.0660
9 H 0.5494 1.0799 -3.8830
10 H 1.8247 1.7241 -2.8808
11 H 0.2535 1.6066 -2.2085
12 H 1.8660 -0.9678 -3.2610
13 H 0.7311 -0.8328 -1.8996
14 H 3.6854 -0.6419 -2.0015
15 H 3.1483 0.7697 -1.3463
16 H 3.4956 -1.1363 0.3225
17 H 2.1896 -1.9685 -0.4952
18 H 1.8683 -0.3369 1.7565
19 H 1.8757 0.9719 0.6374
20 H -0.1754 -0.7941 -0.1923
21 H -0.2197 0.9959 2.0420
22 H -2.3232 -0.0326 0.2728
23 H -2.6636 0.9258 1.5960
24 H -1.1361 3.7230 0.1353
25 H -2.3113 3.0974 0.8762
26 O -1.3515 3.0014 0.7340
27 H -0.4992 -1.2634 3.9657
28 H 0.1031 0.0582 4.1455
29 O -0.6479 -0.3510 3.6875
30 H -1.3340 -3.8195 0.5766
31 H -0.9719 -2.6010 1.4642
32 O -0.6036 -3.2875 0.8947
33 H -3.4674 1.2339 -2.0322
34 H -3.1062 -0.0860 -2.8953
35 O -2.9822 0.4126 -2.0828

In the natural (NBO) picture, each atom carries the following charge in e: C -0.63; C -0.41; C -0.39; C -0.42; C -0.22; N -0.53; C 0.44; N -0.73; H 0.23; H 0.21; H 0.21; H 0.24; H 0.17; H 0.22; H 0.20; H 0.23; H 0.23; H 0.21; H 0.21; H 0.41; H 0.22; H 0.42; H 0.43; H 0.49; H 0.47; O -0.95; H 0.49; H 0.48; O -0.94; H 0.48; H 0.46; O -0.94; H 0.49; H 0.50; O -0.98

No. 3
ORCA calculation (ωB97M-V/def2-TZVPD) on a cluster of 6 separate species, C6H23NO5 in total in a non-equilibrium geometry.

Its HOMO energy is -0.2730 hartree. Its structure (SMILES) is CCC/C(C)=C/N.O.O.O.O.O. The value obtained for the energy above the lowest of the compared OMol25 structures with the same formula, charge and spin is 42.6 kcal per mole. The LUMO energy is 0.393 eV. The net charge is 0. For the orbital gap, the calculation gives 7.823 eV. The total energy is -18321.3817 eV.

CARTESIAN COORDINATES (ANGSTROEM)
1 C 0.1022 -1.3667 -2.3598
2 C 0.0709 -0.5162 -1.0342
3 C -0.5259 -1.1445 0.2623
4 C -0.1785 -0.3652 1.4991
5 C 0.5358 -1.1220 2.5761
6 C -0.6208 0.8786 1.7157
7 N -0.4223 1.6103 2.8792
8 H -0.1094 -2.4100 -2.1378
9 H -0.5811 -0.9535 -3.0891
10 H 1.1328 -1.2855 -2.7014
11 H -0.6702 0.2084 -1.3009
12 H 1.0360 -0.1430 -0.7247
13 H -1.5961 -1.1997 0.0443
14 H -0.2671 -2.1892 0.4533
15 H -0.1281 -1.7831 3.1356
16 H 1.1086 -0.4962 3.2648
17 H 1.2989 -1.7813 2.1517
18 H -1.1511 1.4795 0.9893
19 H -0.0037 1.2726 3.7214
20 H -0.5394 2.5971 2.7946
21 O 2.8423 1.0387 -1.1830
22 H 3.0536 0.5107 -0.4108
23 H 2.6258 0.5185 -1.9560
24 O 1.2414 3.4224 -1.7919
25 H 2.0651 3.3040 -1.2956
26 H 1.3924 2.7665 -2.4823
27 O -3.5639 -0.0808 1.1473
28 H -3.8742 -0.9906 1.2000
29 H -4.0544 0.3037 0.4142
30 O 1.7324 -3.3912 -0.4668
31 H 1.8184 -3.5816 0.4701
32 H 0.8096 -3.4659 -0.7141
33 O -1.4602 2.8690 -2.0742
34 H -0.8128 2.7263 -1.3679
35 H -2.3072 2.7600 -1.6285

In the natural (NBO) picture, each atom carries the following charge in e: C -0.60; C -0.40; C -0.40; C -0.14; C -0.63; C 0.05; N -0.84; H 0.18; H 0.21; H 0.20; H 0.20; H 0.21; H 0.21; H 0.18; H 0.21; H 0.20; H 0.20; H 0.18; H 0.39; H 0.38; O -0.96; H 0.49; H 0.48; O -0.94; H 0.48; H 0.47; O -0.93; H 0.47; H 0.47; O -0.94; H 0.47; H 0.47; O -0.94; H 0.49; H 0.46

No. 4
ORCA calculation (ωB97M-V/def2-TZVPD) on a cluster of 6 separate species, C6H23NO6 in total in a non-equilibrium geometry.

Its HOMO energy is -0.3067 hartree. Its structure (SMILES) is N/C=C/CCCCO.O.O.O.O.O. The value obtained for the energy above the lowest of the compared OMol25 structures with the same formula, charge and spin is 46.1 kcal per mole. The LUMO energy is 0.368 eV. The net charge is 0. For the orbital gap, the calculation gives 8.714 eV. The total energy is -20369.3164 eV.

CARTESIAN COORDINATES (ANGSTROEM)
1 N 1.6927 -0.4716 2.8999
2 C 0.6176 0.3990 2.6928
3 C -0.3534 0.1819 1.8116
4 C -1.4856 1.1081 1.4687
5 C -2.0130 0.9142 0.0618
6 C -1.1185 1.6457 -0.9729
7 C -0.0125 0.7785 -1.5156
8 O 1.1387 1.5429 -1.8905
9 H 1.6015 -1.3776 2.4699
10 H 2.0753 -0.5188 3.8246
11 H 0.7439 1.3665 3.1719
12 H -0.2916 -0.7591 1.2631
13 H -2.2306 1.0491 2.2538
14 H -1.1569 2.1548 1.5604
15 H -2.0586 -0.1450 -0.1944
16 H -3.0216 1.3170 -0.0062
17 H -0.7147 2.4935 -0.4161
18 H -1.7296 2.0497 -1.7815
19 H -0.3058 0.3254 -2.4643
20 H 0.3170 -0.0531 -0.9012
21 H 1.2700 2.2590 -1.2606
22 O 0.2215 -2.9722 -3.1477
23 H -0.7043 -3.2138 -3.3479
24 H 0.4218 -2.3734 -3.8791
25 O -3.1649 -3.0397 -2.2738
26 H -2.2967 -2.8329 -1.8960
27 H -3.7602 -2.3777 -1.9074
28 O 3.1434 -0.6196 -0.5109
29 H 2.8233 0.2656 -0.7329
30 H 3.1007 -0.6436 0.4627
31 O -0.3571 -3.0893 -0.2270
32 H 0.3934 -3.5431 -0.6313
33 H 0.0401 -2.5314 0.4513
34 O 2.2347 3.4530 1.5179
35 H 1.7818 3.8594 2.2657
36 H 3.1583 3.3985 1.7811

In the natural (NBO) picture, each atom carries the following charge in e: N -0.83; C 0.01; C -0.27; C -0.43; C -0.39; C -0.43; C -0.07; O -0.74; H 0.37; H 0.38; H 0.19; H 0.16; H 0.21; H 0.20; H 0.20; H 0.21; H 0.19; H 0.21; H 0.18; H 0.18; H 0.47; O -0.94; H 0.47; H 0.47; O -0.95; H 0.48; H 0.47; O -0.95; H 0.48; H 0.47; O -0.95; H 0.49; H 0.46; O -0.94; H 0.47; H 0.47

No. 5
ORCA calculation (ωB97M-V/def2-TZVPD) on a cluster of 7 separate species, C6H23NO7 in total in a non-equilibrium geometry.

Its HOMO energy is -0.3367 hartree. Its structure (SMILES) is C[C@@H]1CCCN1C=O.O.O.O.O.O.O. The value obtained for the energy above the lowest of the compared OMol25 structures with the same formula, charge and spin is 65.6 kcal per mole. The LUMO energy is 0.071 eV. The net charge is 0. For the orbital gap, the calculation gives 9.233 eV. The total energy is -22415.1480 eV.

CARTESIAN COORDINATES (ANGSTROEM)
1 C 1.4969 2.6138 1.0871
2 C 0.9035 2.2387 -0.2567
3 C -0.5301 2.7899 -0.4291
4 C -1.3562 1.4911 -0.8400
5 C -0.4890 0.3944 -0.4038
6 N 0.9379 0.8074 -0.3786
7 C 2.0242 0.0796 -0.5388
8 O 3.1237 0.6426 -0.5937
9 H 1.4485 3.5740 1.3516
10 H 0.9829 1.9678 1.8487
11 H 2.6334 2.2363 1.1151
12 H 1.7175 2.6250 -1.0331
13 H -0.9959 3.2479 0.4584
14 H -0.5858 3.6022 -1.3217
15 H -1.5394 1.6372 -1.8954
16 H -2.4462 1.4812 -0.3761
17 H -0.5500 -0.5677 -1.0615
18 H -0.5881 -0.0511 0.7283
19 H 2.0115 -0.9943 -0.6009
20 O -1.5119 -1.8808 2.2932
21 H -1.6387 -2.0908 3.1621
22 H -1.0444 -0.9656 2.2172
23 O 0.3430 -2.7679 0.4866
24 H -0.3221 -2.5829 1.1167
25 H 0.8949 -2.0851 0.6735
26 O 1.4409 -3.1528 -2.0410
27 H 1.5708 -3.5586 -1.2371
28 H 0.3951 -2.9806 -2.1424
29 O -3.8084 -1.9954 -0.1173
30 H -3.1917 -1.6311 0.4100
31 H -3.2747 -2.3036 -0.7984
32 O -0.0673 0.0675 3.1538
33 H -0.1162 0.9696 3.2515
34 H 0.8711 -0.2448 2.9997
35 O 0.2373 -0.5715 -3.2219
36 H -0.1539 -1.2270 -3.7205
37 H 1.1769 -0.8142 -3.3453

In the natural (NBO) picture, each atom carries the following charge in e: C -0.59; C -0.07; C -0.41; C -0.45; C -0.22; N -0.44; C 0.50; O -0.65; H 0.20; H 0.16; H 0.24; H 0.23; H 0.21; H 0.23; H 0.23; H 0.23; H 0.25; H 0.17; H 0.15; O -1.00; H 0.48; H 0.50; O -0.95; H 0.49; H 0.44; O -0.96; H 0.48; H 0.48; O -0.92; H 0.46; H 0.45; O -0.95; H 0.49; H 0.50; O -0.94; H 0.46; H 0.49

No. 6
ORCA calculation (ωB97M-V/def2-TZVPD) on a cluster of 8 separate species, C6H23NO8 in total in a non-equilibrium geometry.

The expectation value of S² is 0.761. Its HOMO energy (spin up / spin down) is -0.4906 / -0.4906 hartree. The LUMO energy (spin up / spin down) is -4.367 / -7.551 eV. The net charge is +1. For the orbital gap (spin up / spin down), the calculation gives 8.983 / 5.799 eV. Its multiplicity is 2. The total energy is -24455.5132 eV.

CARTESIAN COORDINATES (ANGSTROEM)
1 O -1.6942 2.2837 -3.3377
2 C -0.9738 2.1561 -2.3962
3 C -1.2953 2.4992 -0.9560
4 C -0.1475 2.1592 -0.0158
5 C -0.0480 0.7800 0.4371
6 C -0.9364 -0.2634 0.2834
7 N -0.5465 -1.4326 0.8766
8 C -0.9762 -1.9093 1.9509
9 H 0.0974 1.8541 -2.5097
10 H -1.6781 3.5206 -0.9540
11 H -2.1594 1.9210 -0.6058
12 H -0.2595 2.7606 0.9038
13 H 0.8308 2.4432 -0.4167
14 H 0.9007 0.4528 0.8374
15 H -1.7975 -0.4279 -0.3576
16 H -0.4899 -2.7339 2.4615
17 H -1.8701 -1.5457 2.4615
18 H -0.9534 0.6046 3.1007
19 H -1.1029 2.1397 3.3493
20 O -1.5633 1.2959 3.3627
21 H 3.0838 0.0775 1.1385
22 H 3.7389 1.4492 0.9392
23 O 3.3402 0.8880 1.6142
24 H -0.6221 -1.5662 -4.3092
25 H -1.0556 -1.8745 -2.8199
26 O -0.3449 -1.9413 -3.4722
27 H 2.3248 1.5156 3.5895
28 H 1.6610 1.9270 2.4889
29 O 1.5267 2.0412 3.4245
30 H -3.0647 -2.5144 -1.0430
31 H -3.2478 -1.6175 -2.2593
32 O -2.5750 -2.0317 -1.7037
33 H 0.9949 -3.9389 -1.2179
34 H 0.9858 -2.8073 -2.1919
35 O 1.5769 -3.2694 -1.5827
36 H 3.4640 -1.5438 -0.6818
37 H 2.0882 -1.9670 -0.3799
38 O 2.7879 -1.3844 -0.0086

In the natural (NBO) picture, each atom carries the following charge in e: O -0.47; C 0.44; C -0.53; C -0.51; C 0.08; C 0.04; N -0.26; C 0.04; H 0.10; H 0.28; H 0.23; H 0.30; H 0.27; H 0.25; H 0.27; H 0.23; H 0.21; H 0.45; H 0.49; O -0.93; H 0.50; H 0.48; O -0.99; H 0.50; H 0.49; O -0.99; H 0.49; H 0.46; O -0.95; H 0.49; H 0.50; O -0.97; H 0.48; H 0.50; O -0.96; H 0.49; H 0.51; O -1.00